[1]
17
Properties=species:S:1:pos:R:3 method="wB97M-V/def2-TZVPD" multiplicity=1 orbital_gap_ev=8.5 e_above_lowest_kcal_mol=119.9 energy_ev=-9333.7884
C 1.953 -0.558 -0.312
C -2.635 -0.086 -0.260
C 0.782 -0.641 0.735
C -0.365 1.224 0.025
N -1.442 -0.739 0.214
N -0.450 0.004 0.304
O 2.960 0.373 0.147
H 2.391 -1.490 -0.666
H -3.371 -0.936 -0.172
H -3.164 0.692 0.437
H -2.415 0.458 -1.200
H 0.525 -1.705 1.112
H 1.405 -0.243 -1.224
H 1.147 -0.028 1.666
H -1.182 1.747 -0.577
H 0.310 1.903 0.444
H 3.510 0.473 -0.657

***

[2]
45
Properties=species:S:1:pos:R:3 method="wB97M-V/def2-TZVPD" multiplicity=1 orbital_gap_ev=6.6 e_above_lowest_kcal_mol=11.9 energy_ev=-48797.1083
C 7.044 -3.400 -1.044
C 7.389 -2.689 -2.099
C 6.437 -2.052 -3.067
H 6.633 -0.973 -3.111
H 6.565 -2.484 -4.065
O 5.070 -2.264 -2.733
C 4.526 -1.417 -1.863
O 5.094 -0.457 -1.405
C 3.102 -1.735 -1.537
C 2.353 -0.679 -1.031
C 1.014 -0.833 -0.683
C 0.424 -2.092 -0.844
C 1.159 -3.152 -1.327
C 2.496 -2.987 -1.677
Cl 3.350 -4.367 -2.239
H 0.706 -4.124 -1.438
H -0.613 -2.229 -0.580
C 0.246 0.275 -0.163
C 0.600 1.594 0.079
C -0.533 2.229 0.583
C -1.544 1.272 0.632
C -2.898 1.191 1.021
C -3.808 2.089 1.527
C -5.146 1.637 1.834
C -6.078 2.498 2.340
C -7.389 2.075 2.649
N -8.455 1.732 2.899
C -5.792 3.913 2.601
O -6.573 4.720 3.049
N -4.499 4.278 2.282
C -3.482 3.506 1.770
O -2.408 4.028 1.552
H -4.262 5.252 2.446
C -5.533 0.207 1.602
H -5.425 -0.055 0.551
H -4.909 -0.461 2.194
H -6.569 0.048 1.888
H -3.259 0.180 0.876
O -1.038 0.086 0.169
H -0.626 3.251 0.879
H 1.558 2.040 -0.086
H 2.851 0.271 -0.915
H 8.427 -2.509 -2.340
H 7.780 -3.824 -0.384
H 6.013 -3.588 -0.792

***

[3]
9
Properties=species:S:1:pos:R:3 method="wB97M-V/def2-TZVPD" smiles="O=[SiH]O.N#CN=O" multiplicity=1 orbital_gap_ev="8.1 / 8.1" e_above_lowest_kcal_mol=60.5 energy_ev=-18065.6958
C 1.481 -0.133 1.290
N 1.255 -1.162 1.777
N 1.915 0.694 0.390
O 0.580 -0.437 -0.875
O 1.614 1.848 0.242
O -1.907 -0.533 0.011
Si -0.877 -0.209 -1.148
H -2.747 -0.525 0.581
H -1.315 0.457 -2.268

***

[4]
84
Properties=species:S:1:pos:R:3 method="wB97M-V/def2-TZVPD" multiplicity=1 orbital_gap_ev=3.3 charge=+2 energy_ev=-125189.4902
N -5.984 4.926 -4.423
C -5.907 5.590 -3.268
C -4.877 5.346 -2.334
C -3.896 4.344 -2.605
C -3.999 3.697 -3.865
C -5.056 4.013 -4.737
C -2.890 3.971 -1.615
Ba 0.151 2.779 0.177
P 5.547 -0.513 0.071
C -1.670 3.353 -1.920
C -1.551 1.894 -1.853
C -0.478 1.172 -2.452
C -0.264 -0.161 -2.134
C -0.958 -0.807 -1.061
C -2.002 -0.074 -0.459
C -2.323 1.204 -0.880
Br 1.617 0.011 0.390
H -3.193 4.208 -0.581
H -0.818 3.921 -2.373
H -4.898 5.866 -1.385
H -3.359 2.865 -4.155
H -6.672 6.350 -3.043
H -5.161 3.535 -5.722
H 0.158 1.636 -3.229
H -3.202 1.702 -0.449
H 0.458 -0.698 -2.749
H -2.564 -0.511 0.386
P -0.785 -2.540 -0.465
C 4.967 1.210 0.252
C 6.101 2.158 -0.166
H 4.674 1.368 1.301
H 4.068 1.323 -0.370
H 5.867 3.185 0.127
H 7.045 1.873 0.311
H 6.250 2.136 -1.251
C 4.887 -1.070 -1.551
C 5.749 -2.202 -2.120
H 4.902 -0.193 -2.213
H 3.844 -1.369 -1.377
H 5.445 -2.422 -3.147
H 6.808 -1.921 -2.144
H 5.647 -3.125 -1.542
C 4.639 -1.576 1.249
C 5.502 -1.910 2.475
H 4.340 -2.500 0.730
H 3.726 -1.031 1.528
H 4.949 -2.572 3.154
H 6.429 -2.418 2.179
H 5.770 -0.999 3.026
C -0.448 -2.890 1.283
C -0.805 -4.297 1.778
H -0.991 -2.122 1.851
H 0.622 -2.674 1.438
H -1.859 -4.378 2.074
H -0.591 -5.060 1.019
H -0.186 -4.545 2.651
C 0.512 -3.235 -1.478
C 0.128 -3.290 -2.949
H 0.684 -4.237 -1.064
H 1.401 -2.631 -1.264
H -0.712 -3.969 -3.138
H -0.161 -2.322 -3.355
H 0.989 -3.625 -3.528
C -2.327 -3.363 -0.953
C -3.552 -2.934 -0.152
H -2.135 -4.447 -0.863
H -2.437 -3.124 -2.026
H -3.922 -1.956 -0.493
H -4.356 -3.662 -0.336
H -3.374 -2.892 0.934
C -2.230 0.531 6.449
C -1.822 1.038 5.091
C -0.622 0.613 4.519
C -0.277 1.066 3.252
N -1.023 1.959 2.560
C -2.194 2.371 3.115
C -2.619 1.921 4.359
H -2.305 -0.565 6.450
H -1.501 0.799 7.224
H -3.201 0.941 6.741
H 0.027 -0.081 5.052
H 0.625 0.697 2.742
H -2.795 3.080 2.530
H -3.574 2.258 4.771

***

[5]
60
Properties=species:S:1:pos:R:3 method="wB97M-V/def2-TZVPD" multiplicity=1 orbital_gap_ev=8.1 e_above_lowest_kcal_mol=65.0 charge=-1 energy_ev=-150627.7372
Zr -0.492 -0.121 0.552
O -0.085 -2.377 0.824
C 0.744 -2.248 1.692
C 2.209 -0.196 2.237
C 2.433 -0.565 3.554
C 3.374 0.138 4.291
C 4.047 1.212 3.732
C 3.795 1.596 2.420
C 2.892 0.884 1.651
P 2.262 1.179 -0.060
C 3.427 2.549 -0.460
C 4.708 2.398 -0.975
C 5.512 3.506 -1.181
C 5.055 4.775 -0.865
C 3.781 4.933 -0.345
C 2.973 3.827 -0.150
C 3.101 -0.205 -0.947
C 3.147 -0.106 -2.337
C 3.668 -1.136 -3.096
C 4.134 -2.288 -2.485
C 4.102 -2.389 -1.106
C 3.596 -1.353 -0.340
H 1.888 -1.403 3.960
H 3.591 -0.157 5.307
H 4.771 1.753 4.326
H 4.325 2.438 2.000
H 5.078 1.413 -1.218
H 6.505 3.374 -1.586
H 5.691 5.636 -1.029
H 3.418 5.919 -0.093
H 1.973 3.933 0.246
H 2.746 0.772 -2.822
H 3.691 -1.044 -4.172
H 4.516 -3.105 -3.080
H 4.463 -3.284 -0.618
H 3.604 -1.455 0.735
O -4.362 -0.786 1.218
As -3.308 -0.021 -0.096
O -2.485 1.236 1.121
O -2.108 -1.116 0.035
C -2.949 1.761 2.252
C -4.227 2.303 2.415
C -4.547 2.936 3.600
C -3.622 3.053 4.628
C -2.370 2.474 4.489
C -2.049 1.811 3.321
S -0.496 0.877 3.099
O 0.090 1.515 1.857
O -1.039 -0.451 2.599
O 1.347 -0.805 1.400
H -3.807 -1.484 1.591
H -4.937 2.212 1.602
H -5.533 3.358 3.722
H -3.888 3.582 5.533
H -1.639 2.532 5.282
O -1.876 0.044 -2.384
S -0.599 0.556 -1.919
O -0.822 1.434 -0.707
O 0.245 -0.546 -1.301
S 0.362 1.525 -3.266

***

[6]
9
Properties=species:S:1:pos:R:3 method="wB97M-V/def2-TZVPD" multiplicity=1 orbital_gap_ev=8.8 e_above_lowest_kcal_mol=45.1 charge=+1 energy_ev=-25252.0772
F -0.310 -0.192 -3.010
H -0.459 0.836 -2.805
O -0.103 1.472 -0.997
C 0.128 0.436 -0.550
C 0.002 -0.543 0.599
O -0.010 0.130 1.737
H 0.853 -1.238 0.416
H -0.918 -1.114 0.333
K 0.815 0.213 4.276

***

[7]
15
Properties=species:S:1:pos:R:3 method="wB97M-V/def2-TZVPD" multiplicity=1 orbital_gap_ev=9.1 e_above_lowest_kcal_mol=49.2 charge=+1 energy_ev=-8842.6259
C 1.140 -0.481 0.030
C 2.469 -0.615 0.107
C 0.245 0.885 -0.282
C -0.836 -0.121 -0.071
C -2.293 -0.143 0.114
N -0.080 -1.235 0.144
O 0.336 2.013 0.472
H 3.089 -1.413 0.391
H 2.977 0.271 -0.293
H 0.306 1.035 -1.419
H -2.751 -1.072 -0.404
H -2.774 0.793 -0.161
H -2.360 -0.371 1.235
H -0.388 -2.224 -0.064
H 0.919 2.677 0.202

***

[8]
85
Properties=species:S:1:pos:R:3 method="wB97M-V/def2-TZVPD" multiplicity=1 orbital_gap_ev=6.7 e_above_lowest_kcal_mol=53.3 energy_ev=-84723.1942
Sn -0.533 -1.747 0.571
C -0.028 4.260 4.256
C -0.706 3.755 3.220
C -0.308 3.728 1.775
C 0.707 2.604 1.504
C 2.079 2.811 2.070
C 2.613 4.015 2.315
C 1.982 5.253 2.900
C 1.237 5.068 4.241
C 1.035 -2.446 1.905
H -0.373 4.018 5.262
H -1.615 3.176 3.423
H 0.073 4.680 1.399
H -1.217 3.462 1.216
H 0.276 1.683 1.918
H 0.819 2.472 0.413
H 2.721 1.923 2.013
H 3.634 4.200 1.960
H 1.372 5.779 2.156
H 2.828 5.920 3.130
H 1.904 4.563 4.956
H 1.078 6.083 4.652
H 1.372 -1.534 2.409
H 1.789 -2.864 1.234
H 0.674 -3.201 2.611
P 1.303 -1.453 -2.200
P -2.098 -1.338 -2.251
N 2.522 -0.228 -2.371
N 2.286 -2.665 -3.294
N -2.165 0.412 -2.579
N -3.665 -1.627 -3.115
C 0.323 -0.905 -3.616
C -1.011 -1.666 -3.724
C 3.693 -0.324 -1.606
C 4.646 0.517 -2.155
C 4.060 1.155 -3.288
C 2.760 0.687 -3.401
C 2.761 -3.863 -2.781
C 3.207 -4.666 -3.831
C 3.033 -3.923 -5.034
C 2.529 -2.681 -4.667
C -1.994 1.315 -1.524
C -1.564 2.531 -2.030
C -1.461 2.395 -3.450
C -1.886 1.110 -3.763
C -4.327 -0.889 -4.102
C -5.437 -1.608 -4.544
C -5.436 -2.860 -3.835
C -4.333 -2.854 -2.990
H 0.837 -1.030 -4.577
H 0.151 0.169 -3.474
H -1.534 -1.392 -4.656
H -0.848 -2.756 -3.755
H 3.715 -0.984 -0.751
H 5.658 0.642 -1.800
H 4.538 1.854 -3.959
H 1.995 0.942 -4.121
H 2.752 -4.023 -1.710
H 3.605 -5.669 -3.738
H 3.243 -4.252 -6.046
H 2.353 -1.816 -5.295
H -2.212 0.991 -0.517
H -1.362 3.421 -1.455
H -1.115 3.140 -4.154
H -1.990 0.655 -4.736
H -3.975 0.072 -4.413
H -6.156 -1.277 -5.270
H -6.159 -3.650 -3.934
H -3.950 -3.595 -2.314
O -1.431 -4.112 3.189
C -1.635 -2.947 3.541
N -1.844 -1.920 2.619
S -1.816 -0.424 3.298
O -0.598 0.203 2.800
O -3.066 0.291 3.261
C -1.561 -1.011 4.935
C -1.287 -0.275 6.078
C -0.861 -0.970 7.216
C -0.752 -2.369 7.199
C -1.085 -3.087 6.046
C -1.538 -2.391 4.921
H -1.388 0.800 6.061
H -0.574 -0.415 8.109
H -0.331 -2.880 8.069
H -0.939 -4.164 5.976

***

[9]
43
Properties=species:S:1:pos:R:3 method="wB97M-V/def2-TZVPD" multiplicity=2 orbital_gap_ev="6.7 / 7.0" e_above_lowest_kcal_mol=43.3 charge=+2 energy_ev=-199966.6491
Cr 0.290 0.449 0.257
O -0.683 -3.203 0.011
C -0.458 -2.266 -0.716
O -0.224 -1.066 -0.284
C -0.451 -2.343 -2.221
C -0.535 -3.580 -2.855
C -0.581 -3.589 -4.241
C -0.556 -2.388 -4.929
C -0.465 -1.206 -4.198
N -0.405 -1.195 -2.882
H -0.564 -4.478 -2.257
H -0.656 -4.523 -4.777
H -0.607 -2.355 -6.007
H -0.463 -0.248 -4.700
Br -1.113 -0.204 6.746
C -0.786 -0.054 4.900
C -0.891 -1.154 4.043
C -0.604 -0.994 2.703
N -0.184 0.167 2.174
C -0.091 1.237 2.999
C -0.409 1.170 4.348
C 0.445 2.427 2.341
C 0.571 3.661 2.958
C 1.152 4.723 2.267
Br 1.217 6.444 3.011
C 1.683 4.461 1.000
C 1.503 3.212 0.454
N 0.845 2.200 1.058
H -1.190 -2.120 4.416
H -0.701 -1.841 2.031
H -0.350 2.045 4.972
H 0.212 3.811 3.962
H 2.210 5.227 0.457
H 1.908 3.010 -0.526
N -0.163 1.927 -2.238
C 0.360 2.335 -3.400
C 1.665 1.880 -3.442
C 1.849 1.195 -2.245
N 0.729 1.229 -1.517
H -1.112 2.059 -1.906
H -0.197 2.914 -4.110
H 2.380 2.017 -4.228
H 2.730 0.694 -1.878

***

[10]
80
Properties=species:S:1:pos:R:3 method="wB97M-V/def2-TZVPD" multiplicity=5 orbital_gap_ev="7.0 / 4.2" energy_ev=-74967.6340
Pd 0.163 -0.353 -1.271
N 0.232 -2.909 -3.902
C -0.962 -2.506 -3.375
N -2.153 -3.019 -3.727
N -3.060 -2.359 -2.990
N -2.405 -1.474 -2.181
N -1.117 -1.542 -2.429
C 1.401 -2.299 -3.546
N 2.568 -2.546 -4.164
N 3.454 -1.754 -3.526
N 2.841 -1.064 -2.541
N 1.531 -1.388 -2.550
H 0.230 -3.539 -4.688
S 1.046 1.774 -2.260
C 2.185 2.690 -1.430
C 3.566 2.385 -1.634
C 4.577 3.235 -1.170
C 4.236 4.426 -0.502
C 2.885 4.737 -0.279
C 1.871 3.895 -0.747
H 3.802 1.452 -2.138
H 5.625 2.985 -1.314
H 5.011 5.107 -0.164
H 2.609 5.642 0.260
H 0.830 4.144 -0.571
C 3.017 -2.478 0.703
C 2.341 -1.210 1.315
C 2.697 -1.166 2.829
C 2.995 0.015 0.606
Si 0.417 -1.221 0.968
C -0.524 0.088 2.072
C -1.941 0.363 1.470
C -0.696 -0.335 3.560
C 0.233 1.460 2.039
C -0.367 -3.007 1.100
C 0.159 -3.898 -0.076
C -0.037 -3.728 2.443
C -1.919 -2.943 0.974
H 4.114 -2.347 0.811
H 2.799 -2.615 -0.368
H 2.760 -3.414 1.225
H 3.803 -1.256 2.921
H 2.263 -2.012 3.389
H 2.397 -0.232 3.313
H 4.079 -0.032 0.845
H 2.642 0.989 0.967
H 2.891 -0.009 -0.487
H -2.669 -0.448 1.639
H -1.886 0.581 0.393
H -2.339 1.262 1.964
H -1.343 -1.218 3.688
H -1.187 0.506 4.087
H 0.261 -0.516 4.078
H 0.360 1.862 1.021
H 1.208 1.433 2.536
H -0.376 2.188 2.597
H 1.200 -4.225 0.044
H 0.050 -3.431 -1.075
H -0.466 -4.811 -0.083
H 1.042 -3.891 2.626
H -0.496 -4.737 2.408
H -0.443 -3.211 3.320
H -2.254 -2.418 0.062
H -2.416 -2.488 1.842
H -2.290 -3.979 0.890
S -1.658 1.313 -2.417
C -2.948 2.048 -1.587
N -3.005 3.389 -1.502
C -4.082 4.122 -0.826
C -4.695 3.206 0.240
C -5.120 1.886 -0.407
N -3.945 1.292 -1.093
H -2.228 3.888 -1.907
H -4.837 4.403 -1.587
H -3.662 5.039 -0.398
H -5.567 3.699 0.693
H -3.992 3.022 1.064
H -5.940 2.030 -1.135
H -5.470 1.172 0.350
H -3.896 0.299 -1.307

***

M per entry: 102.1; 422.8; 118.1; 726.9; 772.7; 117.1; 98.1; 778.4; 556.2; 682.3 g mol⁻¹